Entry 1:
{"formula": "C5H13N2", "method": "ωB97M-V/def2-TZVPD", "species": ["C", "C", "C", "C", "C", "N", "N", "H", "H", "H", "H", "H", "H", "H", "H", "H", "H", "H", "H", "H"], "positions_angstrom": [[0.058, 0.536, 0.548], [-1.486, -0.716, -0.772], [-2.216, 0.423, 1.224], [1.514, 0.676, -1.368], [1.767, -1.084, 0.343], [-1.318, 0.132, 0.173], [0.808, -0.217, -0.401], [0.289, 1.694, 0.392], [0.319, 0.354, 1.539], [-2.468, -1.123, -0.926], [-0.624, -1.107, -1.307], [-3.350, 0.425, 0.805], [-2.213, -0.274, 2.010], [-2.158, 1.374, 1.645], [2.052, 1.624, -1.093], [2.121, 0.175, -1.994], [0.832, 1.135, -2.158], [2.877, -0.636, 0.572], [1.333, -1.558, 1.144], [1.862, -1.833, -0.378]], "mulliken_charge": [-0.809, -0.147, -0.985, -1.163, -1.281, 0.267, 0.014, 0.341, 0.504, 0.348, 0.401, 0.313, 0.410, 0.386, 0.354, 0.445, 0.360, 0.269, 0.549, 0.424], "smiles": "C=[N+](C)CN(C)C", "de_lowest_kj_mol": 445.6, "total_charge": 1}

=====

Entry 2:
{"formula": "C54H50AsCrN3O6SSi", "method": "ωB97M-V/def2-TZVPD", "species": ["Cr", "O", "C", "O", "C", "C", "N", "N", "C", "C", "O", "O", "H", "H", "H", "C", "C", "C", "C", "C", "C", "As", "N", "C", "C", "C", "C", "C", "C", "C", "C", "C", "C", "C", "C", "C", "C", "C", "C", "C", "C", "H", "H", "H", "H", "H", "H", "H", "H", "H", "H", "H", "H", "H", "H", "H", "H", "H", "H", "H", "H", "H", "H", "H", "H", "H", "H", "H", "O", "C", "O", "C", "C", "C", "C", "S", "C", "C", "H", "H", "H", "H", "H", "C", "C", "C", "C", "C", "C", "Si", "C", "C", "C", "C", "C", "C", "C", "C", "C", "C", "C", "C", "H", "H", "H", "H", "H", "H", "H", "H", "H", "H", "H", "H", "H", "H", "H"], "positions_angstrom": [[-0.010, 1.478, 0.144], [-1.508, 6.065, -3.198], [-0.220, 5.831, -3.326], [0.504, 6.513, -4.022], [0.324, 4.662, -2.581], [1.628, 4.222, -2.650], [1.720, 3.143, -1.861], [0.566, 2.871, -1.270], [-0.296, 3.767, -1.686], [-1.693, 3.603, -1.146], [-2.567, 4.389, -1.557], [-1.836, 2.659, -0.331], [-1.961, 5.421, -2.544], [2.460, 4.601, -3.221], [2.517, 2.565, -1.649], [-2.839, -5.394, -1.537], [-2.006, -4.185, -1.876], [-0.708, -4.308, -2.338], [0.112, -3.199, -2.574], [1.448, -3.503, -3.218], [-0.374, -1.910, -2.312], [0.571, -0.139, -2.411], [1.308, 0.151, -0.765], [2.340, -0.474, -0.074], [2.795, -1.778, -0.298], [3.879, -2.293, 0.398], [4.545, -1.537, 1.356], [4.076, -0.254, 1.626], [2.996, 0.267, 0.930], [1.913, -0.438, -3.865], [1.346, -0.829, -5.100], [-0.132, -1.094, -5.279], [2.154, -0.973, -6.223], [3.516, -0.719, -6.189], [4.380, -0.881, -7.416], [4.049, -0.266, -4.995], [3.275, -0.094, -3.847], [3.986, 0.498, -2.652], [-1.730, -1.773, -1.920], [-2.417, -0.432, -1.745], [-2.510, -2.903, -1.704], [-2.496, -6.278, -2.079], [-3.891, -5.228, -1.774], [-2.775, -5.611, -0.467], [-0.303, -5.301, -2.529], [1.897, -4.386, -2.756], [2.155, -2.685, -3.160], [1.304, -3.723, -4.281], [2.268, -2.395, -1.006], [4.198, -3.312, 0.201], [5.381, -1.950, 1.908], [4.557, 0.350, 2.390], [2.635, 1.270, 1.149], [-0.454, -1.986, -4.744], [-0.367, -1.224, -6.337], [-0.731, -0.264, -4.897], [1.695, -1.287, -7.158], [3.835, -1.384, -8.219], [5.273, -1.470, -7.192], [4.714, 0.089, -7.795], [5.107, -0.011, -4.947], [4.557, 1.379, -2.962], [4.690, -0.211, -2.213], [3.297, 0.784, -1.870], [-2.310, 0.191, -2.633], [-2.019, 0.141, -0.911], [-3.479, -0.580, -1.545], [-3.532, -2.772, -1.356], [-4.821, 4.095, 5.760], [-3.532, 4.436, 6.040], [-3.292, 4.858, 7.143], [-2.540, 4.248, 4.960], [-1.205, 4.553, 5.228], [-0.224, 4.377, 4.274], [-0.519, 3.879, 2.987], [0.734, 3.623, 1.806], [-1.875, 3.605, 2.719], [-2.849, 3.778, 3.681], [-4.860, 3.742, 4.864], [-0.955, 4.910, 6.220], [0.812, 4.594, 4.511], [-2.145, 3.252, 1.734], [-3.867, 3.515, 3.397], [1.291, -4.404, 2.286], [1.640, -3.426, 3.206], [1.071, -2.156, 3.138], [0.132, -1.811, 2.157], [-0.174, -2.813, 1.223], [0.379, -4.087, 1.286], [-0.718, -0.057, 2.018], [-2.586, -0.560, 1.984], [-3.112, -1.755, 2.496], [-4.468, -2.054, 2.409], [-5.348, -1.159, 1.807], [-4.858, 0.039, 1.304], [-3.498, 0.326, 1.391], [-0.476, 0.499, 3.841], [0.786, 0.959, 4.246], [1.066, 1.259, 5.574], [0.074, 1.131, 6.540], [-1.193, 0.704, 6.162], [-1.457, 0.389, 4.831], [1.733, -5.393, 2.338], [2.365, -3.648, 3.982], [1.355, -1.429, 3.888], [-0.878, -2.595, 0.431], [0.103, -4.830, 0.545], [-2.450, -2.463, 2.983], [-4.841, -2.990, 2.813], [-6.403, -1.395, 1.730], [-5.531, 0.746, 0.832], [-3.130, 1.255, 0.960], [1.564, 1.098, 3.499], [2.052, 1.617, 5.850], [0.278, 1.384, 7.575], [-1.981, 0.623, 6.903], [-2.456, 0.057, 4.560]], "lowdin_spin": [3.772, 0.000, 0.000, 0.000, 0.002, 0.011, 0.004, 0.001, 0.015, 0.008, 0.008, 0.029, 0.000, 0.001, 0.001, 0.000, 0.000, 0.000, 0.000, 0.000, 0.003, 0.018, 0.026, 0.008, 0.003, 0.000, 0.004, 0.001, 0.011, 0.007, 0.001, 0.000, 0.000, 0.000, 0.000, 0.000, 0.001, 0.001, 0.001, 0.012, 0.000, 0.000, 0.000, 0.000, 0.000, 0.000, 0.000, 0.000, 0.000, 0.000, 0.000, 0.000, 0.006, 0.000, 0.000, 0.000, 0.000, 0.000, 0.000, 0.000, 0.000, 0.000, 0.000, 0.000, 0.000, 0.010, 0.000, 0.000, 0.000, 0.001, 0.001, 0.002, 0.000, 0.002, 0.005, 0.019, 0.002, 0.000, 0.000, 0.000, 0.000, 0.001, 0.000, -0.002, 0.000, -0.002, -0.002, -0.001, 0.000, 0.014, -0.002, -0.001, 0.000, 0.000, 0.000, 0.000, -0.005, -0.001, 0.000, -0.001, 0.000, -0.002, 0.000, 0.000, 0.000, 0.000, 0.000, 0.000, 0.000, 0.000, 0.000, 0.001, 0.000, 0.000, 0.000, 0.000, 0.000], "spin_multiplicity": 5, "de_lowest_kj_mol": 0.0, "total_charge": -2, "s2": 6.029}

=====

Entry 3:
{"formula": "C14H24ClN5O6Sn", "method": "ωB97M-V/def2-TZVPD", "species": ["O", "H", "Sn", "N", "N", "N", "N", "O", "O", "O", "O", "C", "C", "C", "C", "C", "H", "H", "H", "C", "H", "H", "H", "C", "C", "H", "H", "H", "H", "H", "H", "H", "H", "C", "H", "H", "H", "O", "H", "H", "Cl", "C", "C", "C", "C", "N", "C", "H", "H", "H", "H"], "positions_angstrom": [[1.588, 3.411, -0.548], [0.783, 3.358, -1.125], [0.324, 0.045, -1.253], [-1.694, -0.777, -0.759], [-1.224, 1.709, -1.442], [1.013, -1.749, -0.124], [2.517, 0.286, -0.691], [-1.992, -1.997, -0.379], [0.255, -2.820, 0.161], [3.318, 1.383, -0.887], [-0.949, 2.921, -1.747], [-2.523, 1.405, -1.118], [-2.748, 0.059, -0.762], [2.249, -1.790, 0.384], [3.083, -0.682, 0.048], [-4.005, -0.580, -0.343], [-3.917, -0.987, 0.672], [-4.229, -1.411, -1.020], [-4.840, 0.111, -0.358], [-3.606, 2.433, -1.104], [-3.754, 2.881, -2.097], [-3.406, 3.239, -0.382], [-4.556, 1.967, -0.812], [2.638, -2.923, 1.266], [4.479, -0.538, 0.550], [1.824, -3.655, 1.290], [2.840, -2.588, 2.292], [3.546, -3.410, 0.891], [4.571, 0.308, 1.246], [5.191, -0.386, -0.272], [4.785, -1.441, 1.092], [-0.745, -2.498, -0.083], [2.683, 2.191, -0.899], [0.457, -0.690, -3.178], [0.099, -1.744, -3.145], [1.496, -0.632, -3.509], [-0.172, -0.087, -3.830], [-2.056, -4.214, -2.348], [-1.112, -4.316, -2.546], [-2.124, -3.459, -1.720], [-1.297, -0.192, 4.554], [-0.567, 0.791, 3.385], [-0.115, 2.069, 3.691], [0.472, 2.824, 2.674], [0.580, 2.241, 1.430], [0.143, 1.069, 1.100], [-0.422, 0.306, 2.083], [-0.214, 2.435, 4.692], [0.854, 3.821, 2.815], [1.232, 2.987, 0.338], [-0.749, -0.687, 1.826]], "mulliken_charge": [-0.980, 0.401, 1.323, 0.628, 0.658, 0.460, 0.445, -1.034, -0.595, -0.605, -0.886, 0.221, 0.386, 0.142, 0.581, -1.403, 0.257, 0.285, 0.444, -1.406, 0.297, 0.290, 0.352, -1.676, -1.401, 0.391, 0.334, 0.423, 0.310, 0.342, 0.402, 0.348, 0.481, -1.346, 0.339, 0.375, 0.366, -0.685, 0.289, 0.427, -0.244, 0.010, -0.215, -0.882, 0.120, 0.477, -0.616, 0.463, 0.462, -0.066, 0.511], "e_tot_ev": -52988.1671, "total_charge": 0}

=====

Entry 4:
{"formula": "C6H8ClNO2S", "method": "ωB97M-V/def2-TZVPD", "species": ["C", "C", "C", "C", "C", "C", "N", "O", "O", "S", "Cl", "H", "H", "H", "H", "H", "H", "H", "H"], "positions_angstrom": [[-0.884, 1.128, -0.725], [-0.215, 0.027, -1.009], [-0.332, 0.736, 1.665], [-0.673, 1.761, 0.611], [0.606, -0.622, 0.049], [1.102, -1.960, -0.271], [0.323, -0.322, 1.417], [1.966, 1.848, -0.109], [2.737, 0.234, -1.650], [2.275, 0.493, -0.341], [3.620, -0.263, 0.957], [-1.535, 1.578, -1.503], [-0.488, -0.623, -1.926], [-0.477, 1.077, 2.641], [0.000, 2.490, 0.710], [-1.742, 2.012, 0.787], [1.691, -2.416, 0.524], [1.612, -2.009, -1.218], [0.229, -2.493, -0.326]], "mulliken_charge": [-0.269, -0.682, -0.023, -1.047, 1.115, -1.612, -0.604, -0.525, -0.543, 1.068, -0.223, 0.416, 0.281, 0.459, 0.481, 0.361, 0.371, 0.421, 0.556], "smiles": "C[C@@]1(S(=O)(=O)Cl)C=CCC=N1", "de_lowest_kj_mol": 159.2, "total_charge": 0}

=====

Copy entry 3 word for word.
{"formula": "C14H24ClN5O6Sn", "method": "ωB97M-V/def2-TZVPD", "species": ["O", "H", "Sn", "N", "N", "N", "N", "O", "O", "O", "O", "C", "C", "C", "C", "C", "H", "H", "H", "C", "H", "H", "H", "C", "C", "H", "H", "H", "H", "H", "H", "H", "H", "C", "H", "H", "H", "O", "H", "H", "Cl", "C", "C", "C", "C", "N", "C", "H", "H", "H", "H"], "positions_angstrom": [[1.588, 3.411, -0.548], [0.783, 3.358, -1.125], [0.324, 0.045, -1.253], [-1.694, -0.777, -0.759], [-1.224, 1.709, -1.442], [1.013, -1.749, -0.124], [2.517, 0.286, -0.691], [-1.992, -1.997, -0.379], [0.255, -2.820, 0.161], [3.318, 1.383, -0.887], [-0.949, 2.921, -1.747], [-2.523, 1.405, -1.118], [-2.748, 0.059, -0.762], [2.249, -1.790, 0.384], [3.083, -0.682, 0.048], [-4.005, -0.580, -0.343], [-3.917, -0.987, 0.672], [-4.229, -1.411, -1.020], [-4.840, 0.111, -0.358], [-3.606, 2.433, -1.104], [-3.754, 2.881, -2.097], [-3.406, 3.239, -0.382], [-4.556, 1.967, -0.812], [2.638, -2.923, 1.266], [4.479, -0.538, 0.550], [1.824, -3.655, 1.290], [2.840, -2.588, 2.292], [3.546, -3.410, 0.891], [4.571, 0.308, 1.246], [5.191, -0.386, -0.272], [4.785, -1.441, 1.092], [-0.745, -2.498, -0.083], [2.683, 2.191, -0.899], [0.457, -0.690, -3.178], [0.099, -1.744, -3.145], [1.496, -0.632, -3.509], [-0.172, -0.087, -3.830], [-2.056, -4.214, -2.348], [-1.112, -4.316, -2.546], [-2.124, -3.459, -1.720], [-1.297, -0.192, 4.554], [-0.567, 0.791, 3.385], [-0.115, 2.069, 3.691], [0.472, 2.824, 2.674], [0.580, 2.241, 1.430], [0.143, 1.069, 1.100], [-0.422, 0.306, 2.083], [-0.214, 2.435, 4.692], [0.854, 3.821, 2.815], [1.232, 2.987, 0.338], [-0.749, -0.687, 1.826]], "mulliken_charge": [-0.980, 0.401, 1.323, 0.628, 0.658, 0.460, 0.445, -1.034, -0.595, -0.605, -0.886, 0.221, 0.386, 0.142, 0.581, -1.403, 0.257, 0.285, 0.444, -1.406, 0.297, 0.290, 0.352, -1.676, -1.401, 0.391, 0.334, 0.423, 0.310, 0.342, 0.402, 0.348, 0.481, -1.346, 0.339, 0.375, 0.366, -0.685, 0.289, 0.427, -0.244, 0.010, -0.215, -0.882, 0.120, 0.477, -0.616, 0.463, 0.462, -0.066, 0.511], "e_tot_ev": -52988.1671, "total_charge": 0}